Here is the molecule C7H8O from the Open Molecules 2025 dataset. Energies are from wB97M-V/def2-TZVPD.

Spin multiplicity: 1
E_HOMO (hartree): -0.325
Energy relative to the best compared isomer or geometry (same formula, charge and spin) (kcal per mole): 139.8
SMILES: C1=C[C@@H]2O[C@@H]2C=CC1
Frontier orbital gap (eV): 9.58
LUMO (eV): 0.73

Each line ends with the Löwdin charge.
CARTESIAN COORDINATES (ANGSTROEM)
1 C -0.6805 -1.5584 0.0649  -0.058
2 C -1.5785 -0.5937 0.5887  -0.025
3 C -1.3044 0.8967 0.8882  -0.156
4 O -1.0170 1.8052 -0.2524  -0.076
5 C 0.2270 1.4738 0.6519  -0.098
6 C 1.1009 1.2012 -0.4867  -0.086
7 C 1.3197 -0.0564 -0.9940  -0.077
8 C 0.8241 -1.4174 -0.4119  -0.174
9 H -1.1146 -2.3859 -0.5840  0.105
10 H -2.4632 -0.9677 0.5094  0.010
11 H -1.7628 1.1875 1.8776  0.138
12 H 0.3700 2.1201 1.4216  0.080
13 H 1.4853 2.1024 -0.8071  0.085
14 H 1.9453 0.0742 -1.8404  0.074
15 H 1.5996 -1.6879 0.5524  0.168
16 H 1.0492 -2.1936 -1.1781  0.086


Here is the molecule C7H14 from the Open Molecules 2025 dataset. Energies are from wB97M-V/def2-TZVPD.

Spin multiplicity: 1
E_HOMO (hartree): -0.363
Energy relative to the best compared isomer or geometry (same formula, charge and spin) (kcal per mole): 42.1
SMILES: C1CCCCCC1
Frontier orbital gap (eV): 11.08
LUMO (eV): 1.21

Each line ends with the Löwdin charge.
CARTESIAN COORDINATES (ANGSTROEM)
1 C 0.4916 0.1437 1.6031  -0.200
2 C 1.4274 -0.2557 0.4466  -0.217
3 C 1.3486 0.6237 -0.8150  -0.199
4 C -0.0719 0.6956 -1.3981  -0.259
5 C -0.8318 -0.6136 -1.4154  -0.100
6 C -1.4419 -0.9614 0.3121  -0.099
7 C -0.9903 0.1783 1.1995  -0.260
8 H 0.7445 1.1596 1.9275  0.108
9 H 0.7051 -0.5122 2.4609  0.108
10 H 2.4572 -0.2235 0.8218  0.106
11 H 1.2431 -1.3044 0.1713  0.098
12 H 1.6253 1.6507 -0.5493  0.107
13 H 2.1143 0.2779 -1.5274  0.108
14 H -0.6371 1.3314 -0.6314  0.082
15 H -0.1847 1.3587 -2.2575  0.106
16 H -1.6154 -0.6120 -2.1931  0.085
17 H -0.2165 -1.5082 -1.5323  0.075
18 H -2.5279 -1.1414 0.4150  0.086
19 H -0.9136 -1.9075 0.4478  0.075
20 H -1.6705 0.5126 1.9851  0.106
21 H -1.0554 1.1075 0.5288  0.084


Here is a structure of composition C3H8O3Ru from the Open Molecules 2025 dataset. Energies are from wB97M-V/def2-TZVPD.

Net charge: +1
Spin multiplicity: 6
E_HOMO (alpha / beta) (hartree): -0.497 / -0.517
Energy relative to the best compared isomer or geometry (same formula, charge and spin) (kcal per mole): 30.1
Frontier orbital gap (alpha / beta) (eV): 8.85 / 7.42
LUMO (alpha / beta) (eV): -4.67 / -6.66

Each line ends with the Löwdin spin population.
CARTESIAN COORDINATES (ANGSTROEM)
1 O -1.5287 2.0420 1.4732  0.551
2 C -2.1187 1.5070 0.2860  0.242
3 C -2.6129 0.1135 0.6291  0.034
4 O -1.4172 -0.6661 0.8907  0.141
5 C -1.6148 -1.9692 1.3984  0.019
6 Ru -0.0962 0.8283 1.1676  3.599
7 H -2.9688 2.1166 -0.0651  0.028
8 H -3.1564 -0.3575 -0.2054  0.001
9 H -3.2078 0.0840 1.5613  0.005
10 H -2.2833 -2.5358 0.7340  0.004
11 H -0.6363 -2.4603 1.4386  0.002
12 H -2.0440 -1.9172 2.4105  0.002
13 O 0.5274 1.0472 -0.8033  0.297
14 H -0.8990 1.3614 -0.8433  0.062
15 H 0.6673 0.3073 -1.3963  0.013


Here is a structure of composition C7H19ClNbOSn from the Open Molecules 2025 dataset. Energies are from wB97M-V/def2-TZVPD.

Net charge: +1
Spin multiplicity: 1
E_HOMO (hartree): -0.450
Frontier orbital gap (eV): 5.14
LUMO (eV): -7.11

Each line ends with the Löwdin charge.
CARTESIAN COORDINATES (ANGSTROEM)
1 C 3.9541 -0.5139 0.4517  -0.068
2 C 2.5136 -0.8993 0.1467  -0.268
3 O 1.9471 -0.1681 -0.9319  -0.155
4 C 1.8188 1.2175 -0.7304  -0.230
5 C 0.7928 1.5950 0.3301  -0.159
6 C -0.6468 1.4548 -0.1806  -0.211
7 C -1.5857 0.7539 0.8015  -0.388
8 C -2.6953 0.0074 0.0453  -0.637
9 Nb -2.3956 -2.3205 -0.5695  0.734
10 Cl -2.5349 -2.8570 1.6610  -0.069
11 H 4.5416 -1.3903 0.7196  0.078
12 H 4.0403 0.2251 1.2487  0.074
13 H 4.4034 -0.0699 -0.4395  0.085
14 H 2.4590 -1.9377 -0.1763  0.121
15 H 1.8849 -0.8163 1.0419  0.101
16 H 1.4838 1.6101 -1.6936  0.132
17 H 2.7791 1.6982 -0.5173  0.121
18 H 0.9311 1.0085 1.2406  0.105
19 H 0.9938 2.6342 0.6035  0.122
20 H -0.6389 0.8747 -1.1085  0.110
21 H -1.0595 2.4430 -0.4199  0.117
22 H -1.9859 1.5435 1.5185  0.054
23 H -1.0716 0.0255 1.4288  0.103
24 H -3.6127 -0.0590 0.7050  -0.110
25 H -2.9102 0.5150 -0.9270  0.021
26 H -0.8932 -1.4029 -0.4203  -0.040
27 H -2.0163 -3.7366 -1.5632  -0.119
28 H -4.0919 -1.7665 -0.8457  -0.063
29 H -2.2389 -1.4185 -2.0831  -0.112
30 Sn -4.1663 1.7502 0.6640  1.552


Here is the ion C2H6N3O2 with charge +1 from the Open Molecules 2025 dataset. Energies are from wB97M-V/def2-TZVPD.

Net charge: +1
Spin multiplicity: 1
E_HOMO (alpha / beta) (hartree): -0.499 / -0.506
Energy relative to the best compared isomer or geometry (same formula, charge and spin) (kcal per mole): 175.1
Frontier orbital gap (alpha / beta) (eV): 8.40 / 8.64
LUMO (alpha / beta) (eV): -5.19 / -5.14

Each line ends with the Löwdin charge.
CARTESIAN COORDINATES (ANGSTROEM)
1 C 0.3188 0.3631 -0.2078  0.040
2 C 0.2803 -1.0977 0.0552  -0.123
3 N -1.0615 -1.6226 -0.1933  -0.039
4 N -1.8619 0.4954 -0.4648  0.026
5 N 0.9863 1.4647 -0.1433  0.215
6 O -2.0587 -0.7804 0.1476  -0.064
7 O -2.6301 1.3645 0.1774  0.076
8 H 1.1021 -1.5908 -0.4715  0.154
9 H 0.5821 -1.4874 1.0240  0.143
10 H -1.0924 -2.0652 -1.0484  0.110
11 H 1.8989 1.4771 0.2893  0.153
12 H 0.3141 2.2229 -0.4918  0.191
13 H -3.1012 0.9757 0.9012  0.119


Here is a cluster of 5 separate species, C41H73FN3O11 in total from the Open Molecules 2025 dataset. Energies are from wB97M-V/def2-TZVPD.

Net charge: +1
Spin multiplicity: 1
E_HOMO (hartree): -0.410
Frontier orbital gap (eV): 8.36
LUMO (eV): -2.79

Each line ends with the Löwdin charge.
CARTESIAN COORDINATES (ANGSTROEM)
1 C 6.8206 -2.4387 1.4949  -0.137
2 C 7.4658 -1.5619 0.2979  -0.253
3 C 6.5718 -1.6593 -1.0552  -0.224
4 C 5.6712 -0.3467 -1.2236  -0.216
5 C 4.5407 -0.4988 -2.3866  -0.201
6 C 4.4252 0.8263 -3.2737  -0.193
7 C 3.4246 1.9375 -2.6570  -0.193
8 C 2.0138 2.0099 -3.4021  -0.213
9 C 1.0067 3.1124 -2.8229  -0.189
10 C 0.4631 2.7537 -1.3305  -0.183
11 C -0.6855 1.6374 -1.5490  -0.214
12 C -1.0576 0.7935 -0.2520  -0.094
13 C -0.3612 -0.6754 -0.1404  -0.269
14 C 1.0342 -0.6238 -0.8986  -0.047
15 C -0.2087 -0.8955 1.4722  -0.224
16 C 1.2280 -0.4058 2.0248  -0.044
17 C 0.9676 0.0711 3.5512  -0.146
18 O 1.7775 0.8708 4.0956  -0.023
19 O -0.5154 -2.2382 1.9126  -0.022
20 C -0.0686 -3.1722 0.9292  -0.186
21 F -0.2567 -4.4781 1.5077  0.023
22 C -1.1367 -3.0936 -0.3037  -0.273
23 C -0.5041 -4.0310 -1.4323  -0.171
24 N 0.8531 -3.6428 -1.8942  0.013
25 O -2.3495 -3.5560 0.2826  -0.077
26 C -3.1943 -4.3380 -0.5710  -0.232
27 C -3.0063 -5.9482 -0.4036  -0.063
28 N -1.3765 -1.6408 -0.7467  0.019
29 N -1.4362 -1.6110 -2.1379  0.112
30 C -2.5568 -1.1600 -2.6576  -0.224
31 C -4.0579 -1.4859 -2.2613  -0.016
32 C -2.4022 -0.1958 -3.9473  -0.026
33 H 7.6421 -2.7620 2.2350  0.075
34 H 6.0951 -1.8045 2.1243  0.063
35 H 6.2855 -3.3498 1.0475  0.068
36 H 7.5450 -0.4674 0.6417  0.105
37 H 8.5212 -1.9590 0.0745  0.104
38 H 7.3260 -1.6713 -1.9219  0.113
39 H 5.9897 -2.6377 -1.0608  0.102
40 H 5.1327 -0.1806 -0.2300  0.102
41 H 6.2977 0.5860 -1.4629  0.112
42 H 3.5804 -0.7964 -1.8485  0.077
43 H 4.8843 -1.3989 -3.0205  0.110
44 H 4.1547 0.5471 -4.3575  0.114
45 H 5.4599 1.3288 -3.3306  0.109
46 H 3.9470 2.9561 -2.8367  0.104
47 H 3.2868 1.8340 -1.5270  0.098
48 H 1.5131 0.9760 -3.4917  0.093
49 H 2.2367 2.3189 -4.4914  0.124
50 H 0.0640 3.0557 -3.4891  0.110
51 H 1.3762 4.1840 -2.9062  0.117
52 H 0.0021 3.7330 -0.9333  0.119
53 H 1.2917 2.4308 -0.6228  0.088
54 H -1.6299 2.2381 -1.8354  0.122
55 H -0.4021 1.0534 -2.4770  0.066
56 H -2.1922 0.7606 -0.1556  0.121
57 H -0.6857 1.4072 0.6523  0.135
58 H 1.6442 0.3130 -0.6220  0.081
59 H 1.7277 -1.5074 -0.7026  0.074
60 H 0.9286 -0.5680 -2.0427  0.084
61 H -0.9780 -0.2172 1.9993  0.156
62 H 1.9504 -1.2826 2.0949  0.142
63 H 1.6382 0.5103 1.4963  0.123
64 H 0.0566 -0.2356 4.1627  0.146
65 H 1.0087 -3.0634 0.5969  0.160
66 H -1.1510 -4.1970 -2.3517  0.125
67 H -0.3916 -5.0716 -0.9468  0.145
68 H 1.5538 -4.3748 -1.7497  0.091
69 H 0.8133 -3.3249 -2.8691  0.086
70 H -3.2000 -4.0771 -1.6753  0.099
71 H -4.2756 -4.1525 -0.2109  0.136
72 H -2.5187 -6.3013 -1.3854  0.074
73 H -2.2898 -6.2195 0.4342  0.086
74 H -4.0135 -6.4915 -0.3481  0.087
75 H -2.2695 -1.3757 -0.2543  0.151
76 H -4.7284 -0.6528 -2.6896  0.104
77 H -4.3982 -2.4598 -2.7384  0.102
78 H -4.2691 -1.5142 -1.1438  0.061
79 H -3.2301 -0.4681 -4.6792  0.088
80 H -2.5621 0.8853 -3.5939  0.093
81 H -1.3538 -0.2392 -4.3914  0.091
82 O -4.0177 -1.0969 1.0952  0.072
83 C -4.9824 -0.4150 1.3605  -0.456
84 O -5.5874 0.4124 0.4750  0.033
85 C -6.6252 1.1493 1.1438  -0.151
86 C -6.9754 0.3257 2.3579  -0.154
87 C -5.6504 -0.3222 2.7049  -0.067
88 H -6.2352 2.1372 1.4095  0.135
89 H -7.4780 1.2738 0.4758  0.088
90 H -7.4018 0.9159 3.1699  0.129
91 H -7.7011 -0.4457 2.0855  0.118
92 H -5.0462 0.3104 3.3600  0.138
93 H -5.7878 -1.3102 3.1436  0.134
94 O -9.2670 0.7483 0.5431  0.090
95 C -9.6265 0.6780 -0.6063  -0.451
96 O -8.9453 0.0092 -1.5733  0.033
97 C -9.5871 0.2187 -2.8385  -0.158
98 C -11.0087 0.6056 -2.5034  -0.158
99 C -10.8450 1.3405 -1.1892  -0.070
100 H -9.0549 1.0115 -3.3723  0.130
101 H -9.5410 -0.6972 -3.4296  0.128
102 H -11.4880 1.2002 -3.2824  0.124
103 H -11.6113 -0.2944 -2.3479  0.125
104 H -10.6357 2.4023 -1.3390  0.139
105 H -11.7115 1.2065 -0.5424  0.134
106 O 5.2421 0.0388 9.4302  0.121
107 C 4.8585 -0.0032 8.2918  -0.480
108 O 5.5238 -0.6374 7.2877  0.028
109 C 4.8502 -0.3991 6.0463  -0.165
110 C 3.4327 -0.0369 6.4247  -0.173
111 C 3.6192 0.6621 7.7555  -0.077
112 H 5.3615 0.4146 5.5229  0.128
113 H 4.8918 -1.2978 5.4282  0.122
114 H 2.9285 0.5747 5.6730  0.074
115 H 2.8427 -0.9483 6.5686  0.125
116 H 3.8139 1.7299 7.6310  0.135
117 H 2.7693 0.5004 8.4178  0.129
118 O 5.0499 5.2748 -3.0724  0.104
119 C 5.1478 5.4675 -1.8858  -0.483
120 O 4.0906 5.6835 -1.0566  0.018
121 C 4.5719 5.9832 0.2595  -0.163
122 C 5.9658 5.4021 0.3152  -0.163
123 C 6.4385 5.5503 -1.1163  -0.078
124 H 4.5682 7.0689 0.3932  0.130
125 H 3.9114 5.5338 1.0029  0.125
126 H 6.6097 5.8970 1.0438  0.121
127 H 5.9149 4.3404 0.5767  0.119
128 H 6.8977 6.5253 -1.2950  0.138
129 H 7.1173 4.7468 -1.4007  0.130